{
  "formula": "C23H41ClInP2",
  "method": "wB97M-V/def2-TZVPD",
  "symbols": ["In", "C", "C", "C", "C", "C", "C", "H", "H", "H", "C", "H", "H", "H", "C", "H", "H", "H", "C", "H", "H", "H", "C", "H", "H", "H", "C", "C", "C", "C", "C", "C", "C", "C", "H", "H", "H", "H", "H", "H", "H", "H", "H", "H", "H", "H", "P", "C", "C", "P", "C", "C", "C", "H", "H", "H", "H", "H", "H", "H", "H", "H", "H", "H", "H", "H", "H", "Cl"],
  "positions_angstrom": [[-0.78403, -1.36367, 0.46911], [3.59162, 1.92637, -1.05194], [2.60519, 2.33040, -2.00000], [2.63214, 3.86742, -0.27965], [3.60627, 2.88599, 0.00446], [2.01031, 3.52638, -1.51778], [4.40481, 0.69648, -1.11601], [3.86963, -0.12328, -1.62162], [4.67844, 0.35090, -0.10583], [5.34052, 0.87392, -1.67320], [4.47523, 2.87111, 1.20102], [5.16666, 2.02625, 1.16856], [3.87443, 2.78172, 2.11766], [5.05119, 3.80600, 1.27394], [2.34024, 5.04751, 0.56434], [3.22656, 5.69394, 0.65916], [2.04712, 4.73526, 1.57716], [1.51977, 5.63379, 0.13942], [0.93056, 4.28824, -2.18400], [1.34581, 5.05033, -2.86501], [0.30570, 4.81370, -1.44516], [0.28739, 3.62566, -2.78081], [2.21651, 1.59874, -3.21646], [2.79465, 1.96050, -4.07250], [1.15830, 1.74816, -3.44884], [2.40374, 0.52717, -3.12016], [-1.68672, -2.96416, 1.56198], [-0.71292, -3.84499, 0.76754], [-1.27037, -4.21658, -0.65455], [-2.37676, -3.29025, -1.29420], [-2.40629, -1.79430, -0.93252], [-3.57336, -1.27234, -0.07651], [-4.11331, -2.10078, 1.09301], [-3.20012, -3.25720, 1.51789], [-1.72319, -5.20868, -0.48433], [-3.34237, -3.77986, -1.13060], [-0.47912, -4.34104, -1.41151], [-3.47070, -4.13051, 0.91356], [-1.37724, -2.80112, 2.59427], [-0.46435, -4.80237, 1.28335], [-3.47187, -3.50474, 2.55122], [-4.37490, -1.45274, 1.95484], [-4.42170, -1.02092, -0.74357], [-5.07651, -2.50804, 0.74031], [-2.28651, -3.37671, -2.39347], [-2.38392, -1.18813, -1.86757], [1.15493, -3.40848, 0.85923], [1.47280, -2.68410, 2.53329], [1.98700, -3.00066, -0.74465], [-3.36034, 0.53288, 0.74223], [-1.88732, 0.09334, 1.67158], [-2.88631, 1.40651, -0.76046], [-3.89632, 1.78995, 1.93300], [1.19909, -1.61909, 2.70577], [2.55121, -2.79726, 2.74035], [0.96633, -3.33591, 3.27729], [1.32352, -2.82984, -1.59951], [2.54856, -3.92346, -0.97418], [2.72257, -2.19041, -0.68702], [-4.61344, 1.36061, 2.64407], [-4.28944, 2.66864, 1.41644], [-2.98831, 2.06246, 2.49655], [-1.22085, 0.90841, 1.92290], [-2.20636, -0.36412, 2.61765], [-2.68874, 2.46464, -0.58446], [-3.72676, 1.35692, -1.46957], [-2.01763, 0.99622, -1.27890], [0.96923, 0.18922, -0.12659]],
  "forces_ev_per_a": [[-0.91, 1.34, 0.02], [0.14, -0.22, 0.31], [-0.33, 0.05, 0.18], [-0.21, 0.10, -0.47], [0.18, -0.22, -0.02], [0.11, 0.23, 0.24], [0.25, -0.46, 0.08], [0.15, 0.37, 0.18], [-0.10, 0.12, -0.42], [-0.21, -0.04, 0.13], [0.12, -0.10, 0.11], [-0.04, 0.22, 0.08], [0.09, 0.07, -0.17], [-0.13, -0.22, 0.02], [-0.27, 0.14, 0.02], [-0.21, -0.19, -0.01], [0.14, 0.06, -0.18], [0.24, -0.02, 0.16], [-0.39, 0.13, -0.01], [-0.07, -0.22, 0.17], [0.20, -0.17, -0.31], [0.21, 0.24, 0.17], [-0.12, -0.14, -0.20], [0.01, 0.01, -0.06], [0.17, -0.04, 0.03], [-0.03, 0.14, 0.03], [0.66, -0.39, 0.17], [0.17, -2.15, 0.66], [-0.23, 0.02, 0.15], [-0.15, -0.60, -0.05], [0.53, 1.73, -0.89], [-2.56, 0.74, -0.35], [-0.50, -0.45, -0.13], [0.38, -0.20, 0.74], [0.19, 0.33, -0.42], [-0.04, 0.21, 0.20], [-0.08, -0.06, 0.47], [0.32, 0.08, 0.17], [0.17, -0.45, 0.01], [-0.98, 0.00, -0.40], [-0.23, -0.20, -0.22], [0.28, -0.44, -0.30], [0.23, -0.33, 0.17], [0.24, -0.05, 0.35], [0.26, 0.21, 0.46], [-0.24, -0.51, 0.58], [-0.63, -1.36, 0.06], [0.46, 0.96, 0.16], [0.82, -0.13, -0.18], [4.80, -1.10, -0.43], [0.18, 0.28, -0.06], [-0.33, 0.93, -0.59], [-1.65, 0.41, 0.28], [0.11, -0.68, -0.02], [-0.41, 0.12, -0.15], [0.11, 0.35, -0.70], [-0.13, 0.24, 0.40], [-0.19, 0.47, 0.01], [-0.35, 0.02, 0.10], [-0.02, 0.38, -0.13], [-0.36, -0.11, 0.24], [-0.44, -0.27, -0.51], [-0.20, 0.63, -0.03], [-0.02, -0.08, -0.25], [0.02, 0.01, 0.12], [0.12, 0.02, 0.16], [-0.05, -0.28, 0.38], [0.78, 0.50, -0.33]],
  "mulliken_charge": [1.008, 0.540, 0.589, 0.640, 0.584, 0.737, -1.465, 0.127, 0.467, 0.353, -1.438, 0.399, 0.333, 0.358, -1.371, 0.337, 0.335, 0.395, -1.582, 0.320, 0.411, 0.336, -1.465, 0.362, 0.360, 0.279, -1.142, -0.277, -0.764, -1.298, -0.520, -0.413, -0.893, -1.158, 0.293, 0.360, 0.301, 0.358, 0.795, 0.591, 0.445, 0.268, 0.977, 0.378, 0.406, 0.519, 0.074, -0.924, -0.700, 0.896, -1.726, -1.285, -1.199, 0.257, 0.430, 0.323, 0.326, 0.476, -0.006, 0.359, 0.413, 0.393, 0.713, 0.454, 0.423, 0.411, 0.173, -0.453],
  "e_above_lowest_ev": 5.062,
  "charge": 1,
  "homo_lumo_gap_ev": [2.84, 2.83]
}



{
  "formula": "C36H39Cl2O3PS2",
  "method": "wB97M-V/def2-TZVPD",
  "symbols": ["C", "C", "C", "C", "O", "O", "C", "S", "P", "O", "Cl", "C", "S", "Cl", "H", "H", "H", "H", "H", "H", "H", "H", "H", "C", "C", "C", "C", "C", "C", "H", "H", "H", "H", "H", "H", "C", "C", "C", "C", "C", "C", "H", "H", "H", "H", "H", "H", "C", "C", "C", "C", "C", "C", "H", "H", "H", "H", "H", "H", "C", "C", "C", "C", "C", "C", "H", "H", "H", "H", "H", "H", "C", "C", "C", "C", "C", "C", "H", "H", "H", "H", "H", "H"],
  "positions_angstrom": [[0.61310, -2.23432, -2.07748], [-0.54153, -1.67520, -1.21742], [-0.93976, -0.24605, -1.59961], [-1.81433, 0.40619, -0.54678], [-1.47041, 0.94138, 0.47167], [-3.12119, 0.31776, -0.88931], [-3.31186, -0.20478, -2.23456], [-4.55195, 0.82167, -3.02239], [-4.31649, -1.82256, -1.84235], [-3.73904, -2.26614, -0.39066], [-3.48119, -3.29727, -3.01543], [-1.85943, -0.04303, -2.80967], [-1.64794, 1.78246, -3.26344], [-1.48236, -0.97759, -4.25292], [0.26801, -3.00289, -2.76704], [1.09010, -1.43888, -2.65194], [1.39142, -2.65177, -1.43478], [-0.22518, -1.64519, -0.17005], [-1.38645, -2.34629, -1.25749], [-0.02866, 0.33969, -1.72439], [-5.34960, -0.18567, -3.39761], [-3.17965, -3.05261, -0.44223], [-0.95542, 1.56081, -4.37800], [3.05848, 3.11797, 2.06607], [1.82287, 2.81014, 1.51249], [1.73954, 1.89817, 0.47025], [2.88988, 1.29488, -0.01603], [4.12460, 1.60016, 0.53827], [4.21003, 2.51298, 1.57942], [3.12493, 3.82749, 2.88061], [0.92379, 3.27741, 1.89234], [0.77829, 1.64814, 0.04483], [2.82089, 0.57886, -0.82763], [5.02260, 1.12723, 0.15978], [5.17442, 2.75117, 2.01006], [-5.90005, 2.40152, 4.45519], [-5.86769, 1.17175, 3.81275], [-4.78890, 0.83921, 3.00517], [-3.74082, 1.73395, 2.83626], [-3.77789, 2.96516, 3.47651], [-4.85520, 3.29904, 4.28575], [-6.73936, 2.66047, 5.08778], [-6.68426, 0.47270, 3.94181], [-4.76323, -0.12023, 2.50346], [-2.90198, 1.47053, 2.20676], [-2.96428, 3.66663, 3.34304], [-4.88142, 4.25941, 4.78457], [9.22455, 4.97508, 1.82834], [8.17020, 5.08655, 0.93281], [7.59769, 3.94484, 0.39050], [8.07978, 2.69196, 0.74332], [9.13611, 2.58056, 1.63637], [9.70813, 3.72250, 2.17918], [9.66908, 5.86515, 2.25417], [7.79398, 6.06322, 0.65788], [6.77221, 4.03000, -0.30461], [7.63176, 1.80071, 0.32201], [9.51355, 1.60371, 1.90917], [10.53129, 3.63620, 2.87635], [4.58058, -2.16237, -0.85518], [4.80101, -3.52729, -0.97607], [5.56896, -4.01554, -2.02408], [6.11604, -3.14000, -2.95182], [5.89270, -1.77538, -2.83417], [5.12499, -1.28857, -1.78585], [3.98711, -1.77718, -0.03487], [4.37612, -4.21047, -0.25211], [5.74297, -5.07958, -2.11700], [6.71689, -3.52157, -3.76694], [6.31581, -1.09216, -3.55891], [4.94984, -0.22439, -1.69316], [-8.35749, -4.78231, -1.06447], [-7.45792, -3.86627, -0.53873], [-7.91396, -2.79623, 0.21747], [-9.27346, -2.64122, 0.44743], [-10.17481, -3.55534, -0.08006], [-9.71725, -4.62598, -0.83527], [-7.99959, -5.61741, -1.65258], [-6.39670, -3.98404, -0.71901], [-7.20902, -2.08302, 0.62550], [-9.63057, -1.80754, 1.03778], [-11.23531, -3.43275, 0.09703], [-10.42066, -5.33841, -1.24606]],
  "forces_ev_per_a": [[0.01, 0.17, 0.29], [0.48, 0.01, 0.08], [-0.19, -0.13, -0.20], [0.37, 0.16, 0.81], [-0.15, -0.44, -0.52], [-0.17, 0.34, -0.22], [0.60, -0.19, 0.53], [-0.09, 0.14, -0.49], [-0.33, 0.10, -0.01], [0.13, -0.18, -0.11], [0.11, -0.10, -0.10], [0.06, 0.86, -0.32], [-0.16, -0.21, 0.30], [-0.16, -0.25, 0.03], [0.07, 0.06, -0.02], [-0.03, -0.06, -0.09], [-0.10, -0.11, -0.10], [-0.06, 0.07, -0.07], [-0.26, -0.11, -0.08], [-0.11, -0.01, 0.08], [-0.16, -0.08, 0.11], [0.07, 0.06, 0.18], [0.09, -0.10, -0.10], [-0.01, -0.02, -0.01], [0.03, 0.01, 0.01], [0.01, -0.04, -0.07], [0.01, -0.05, -0.03], [0.04, 0.00, -0.02], [0.02, 0.02, 0.04], [0.00, 0.01, 0.00], [-0.01, -0.01, 0.00], [-0.05, 0.06, 0.07], [0.01, 0.00, -0.01], [0.02, 0.00, 0.03], [0.00, 0.01, 0.00], [-0.01, 0.00, 0.01], [0.00, -0.01, -0.01], [-0.01, -0.01, 0.00], [0.01, -0.02, 0.02], [-0.01, 0.00, 0.01], [0.00, 0.01, 0.00], [-0.01, 0.00, 0.00], [-0.01, -0.01, 0.01], [0.01, -0.01, -0.01], [-0.02, 0.03, -0.01], [0.01, 0.00, 0.00], [0.00, 0.01, 0.00], [0.00, 0.00, 0.00], [0.00, 0.00, 0.01], [-0.03, -0.02, -0.02], [-0.01, -0.01, 0.00], [0.00, -0.01, 0.01], [0.01, 0.00, 0.01], [0.01, 0.01, 0.00], [-0.01, 0.01, 0.00], [-0.01, 0.00, 0.00], [0.00, -0.01, -0.01], [0.00, -0.01, 0.01], [0.01, 0.00, 0.01], [-0.03, 0.01, 0.02], [0.00, -0.01, 0.00], [0.00, 0.00, 0.00], [0.00, -0.01, -0.01], [-0.01, -0.02, 0.00], [-0.02, 0.04, 0.00], [0.00, 0.01, 0.01], [0.00, -0.01, 0.01], [0.00, -0.01, 0.00], [0.00, 0.00, -0.01], [0.01, 0.01, 0.00], [0.01, 0.01, -0.02], [0.00, 0.00, -0.01], [0.04, 0.01, -0.01], [0.02, 0.02, 0.00], [-0.01, 0.01, 0.01], [0.00, 0.00, 0.00], [-0.01, 0.00, 0.00], [0.00, 0.00, -0.01], [0.01, -0.02, 0.00], [0.01, 0.01, 0.00], [0.00, 0.01, 0.00], [-0.01, 0.00, 0.01], [-0.01, -0.01, 0.00]],
  "mulliken_charge": [-1.367, -0.198, 0.447, -0.269, -0.606, -0.305, 0.009, -0.094, 0.194, -0.368, -0.247, 0.563, -0.138, -0.116, 0.392, 0.358, 0.340, 0.533, -0.280, 0.487, 0.176, 0.295, 0.190, -0.475, -0.611, 0.085, -0.100, -0.364, -0.349, 0.379, 0.464, 0.023, 0.313, 0.151, 0.441, -0.441, -0.337, -0.471, -0.171, -0.549, -0.356, 0.351, 0.378, 0.447, 0.428, 0.379, 0.363, -0.402, -0.369, -0.382, -0.287, -0.485, -0.330, 0.359, 0.367, 0.406, 0.384, 0.370, 0.361, -0.144, -0.440, -0.475, -0.290, -0.711, -0.126, 0.435, 0.391, 0.374, 0.368, 0.373, 0.257, -0.531, -0.244, -0.275, -0.470, -0.376, -0.348, 0.362, 0.365, 0.461, 0.366, 0.353, 0.357],
  "smiles": "CC[C@@H]1C(=O)O[C@](S)(P(O)Cl)[C@]1(S)Cl.c1ccccc1.c1ccccc1.c1ccccc1.c1ccccc1.c1ccccc1",
  "homo_lumo_gap_ev": 9.26
}



Q: Which formula does entry 1 have?
A: C23H41ClInP2



Q: Number 2 is which compound?
A: C36H39Cl2O3PS2